one.
The following is a DFT calculation (ωB97M-V/def2-TZVPD) of 3 unconnected molecules or ions with the total composition C3H12N2O2.

Results
lowest unoccupied orbital energy = 0.7 eV
SMILES = C/C(N)=C/N.O.O
HOMO energy = -7.0 eV
net charge = 0

Geometry as XYZ:
```
19
C3H12N2O2 | OMol25 | ωB97M-V/def2-TZVPD
C 0.02 0.99 -1.01
C 0.09 0.89 0.48
N -1.05 1.44 1.22
C 1.12 0.16 1.01
N 1.08 -0.41 2.33
H -0.09 1.93 -1.44
H 0.82 0.44 -1.60
H -0.82 0.44 -1.51
H -1.55 2.02 0.62
H -0.79 1.95 2.05
H 2.10 -0.10 0.64
H 0.20 -0.34 2.89
H 1.63 -1.26 2.60
O 1.74 -1.70 -2.90
H 2.46 -2.22 -3.28
H 1.66 -1.01 -3.61
O -3.00 -1.38 0.38
H -3.21 -0.57 0.02
H -2.39 -1.27 1.12
```

Here are the natural (NBO) charges for atoms 1 to 2, given in e:
1 C -0.66
2 C 0.07



two.
The following is a DFT calculation (ωB97M-V/def2-TZVPD) of 3 unconnected molecules or ions with the total composition C3H12N2O2.

Results
lowest unoccupied orbital energy = 0.8 eV
SMILES = O=CO.CC.NN
HOMO energy = -8.2 eV
net charge = 0

Geometry as XYZ:
```
19
C3H12N2O2 | OMol25 | ωB97M-V/def2-TZVPD
O -0.96 1.58 -1.62
C -0.35 2.02 -0.68
O 0.75 2.76 -0.78
H -0.70 1.99 0.36
H 1.07 2.78 -1.69
C 1.56 -0.27 0.24
C 1.05 -0.58 1.64
H 2.02 0.71 0.21
H 2.35 -0.98 -0.03
H 0.71 -0.49 -0.49
H 0.27 0.12 1.93
H 0.64 -1.58 1.68
H 1.86 -0.50 2.38
N -2.26 -1.33 -0.04
N -1.15 -1.29 -0.99
H -1.93 -1.88 0.75
H -2.37 -0.37 0.30
H -1.35 -0.53 -1.64
H -1.21 -2.16 -1.52
```

Here are the natural (NBO) charges for atoms 1 to 2, given in e:
1 O -0.61
2 C 0.67



The least stable of them is one.



one.
The following is a DFT calculation (ωB97M-V/def2-TZVPD) of 2 unconnected molecules or ions with the total composition C2H8N2.

Results
lowest unoccupied orbital energy = 1.1 eV
SMILES = C=N.CN
HOMO energy = -8.8 eV
net charge = 0

Geometry as XYZ:
```
12
C2H8N2 | OMol25 | ωB97M-V/def2-TZVPD
C -4.29 0.30 1.05
N -4.05 0.20 2.29
H -4.87 1.23 0.69
H -3.98 -0.39 0.36
H -3.78 -0.67 2.75
C 3.28 -0.47 -1.39
N 2.74 0.50 -0.49
H 4.42 -0.35 -1.19
H 3.03 -0.18 -2.44
H 2.96 -1.43 -1.22
H 2.42 0.18 0.43
H 2.12 1.08 -0.84
```

Here are the natural (NBO) charges for atoms 1 to 2, given in e:
1 C -0.03
2 N -0.62



two.
The following is a DFT calculation (ωB97M-V/def2-TZVPD) of 2 unconnected molecules or ions with the total composition C2H8N2.

Results
lowest unoccupied orbital energy = 0.9 eV
SMILES = C=CN.N
HOMO energy = -8.1 eV
net charge = 0

Geometry as XYZ:
```
12
C2H8N2 | OMol25 | ωB97M-V/def2-TZVPD
C -0.72 -1.00 -0.47
C -2.04 -0.47 -0.96
N -2.18 0.96 -1.25
H -0.02 -0.22 -0.22
H -0.31 -1.91 -0.81
H -2.65 -1.23 -1.47
H -1.39 1.54 -1.35
H -2.80 0.94 -2.10
N 3.26 0.50 2.20
H 3.46 -0.49 2.21
H 2.60 0.76 2.97
H 2.79 0.61 1.25
```

Here are the natural (NBO) charges for atoms 1 to 2, given in e:
1 C -0.52
2 C 0.02



three.
The following is a DFT calculation (ωB97M-V/def2-TZVPD) of 2 unconnected molecules or ions with the total composition C2H8N2.

Results
lowest unoccupied orbital energy = 1.0 eV
SMILES = [H]/N=C/N.C
HOMO energy = -9.4 eV
net charge = 0

Geometry as XYZ:
```
12
C2H8N2 | OMol25 | ωB97M-V/def2-TZVPD
H -1.11 2.22 0.39
N -1.56 2.62 -0.43
C -0.69 2.46 -1.36
N -0.85 2.83 -2.67
H 0.11 1.73 -1.21
H -0.05 2.79 -3.26
H -1.37 3.69 -2.81
C 2.37 -6.34 3.62
H 3.24 -5.78 3.97
H 1.56 -6.16 4.33
H 2.20 -6.00 2.61
H 2.49 -7.42 3.69
```

Here are the natural (NBO) charges for atoms 1 to 2, given in e:
1 H 0.33
2 N -0.69



The least stable of them is two.



one.
The following is a DFT calculation (ωB97M-V/def2-TZVPD) of 2 unconnected molecules or ions with the total composition C2H8N2.

Results
lowest unoccupied orbital energy = 1.2 eV
SMILES = C=NC.N
HOMO energy = -9.8 eV
net charge = 0

Geometry as XYZ:
```
12
C2H8N2 | OMol25 | ωB97M-V/def2-TZVPD
C -2.07 1.41 -0.93
N -2.09 2.61 -0.55
C -1.00 3.46 -0.98
H -2.90 0.81 -0.56
H -1.31 1.05 -1.61
H -1.46 4.44 -1.12
H -0.41 3.15 -1.85
H -0.32 3.61 -0.13
N 3.11 -5.07 1.91
H 2.47 -4.31 1.66
H 3.04 -5.31 2.88
H 2.96 -5.84 1.29
```

Here are the natural (NBO) charges for atoms 1 to 2, given in e:
1 C -0.08
2 N -0.38



two.
The following is a DFT calculation (ωB97M-V/def2-TZVPD) of C2H8N2 in the gas phase.

Results
lowest unoccupied orbital energy = 1.2 eV
SMILES = CNCN
HOMO energy = -8.5 eV
net charge = 0

Geometry as XYZ:
```
12
C2H8N2 | OMol25 | ωB97M-V/def2-TZVPD
C 0.41 -1.50 0.64
N 0.64 -0.15 0.13
C -0.60 0.63 -0.05
N -0.47 1.65 -1.09
H 1.37 -2.13 0.66
H -0.09 -1.43 1.65
H -0.33 -1.98 0.00
H 1.41 0.21 0.59
H -0.72 1.19 0.92
H -1.48 -0.03 -0.31
H 0.28 2.37 -1.08
H -0.43 1.20 -2.05
```

Here are the natural (NBO) charges for atoms 1 to 2, given in e:
1 C -0.42
2 N -0.67



three.
The following is a DFT calculation (ωB97M-V/def2-TZVPD) of 2 unconnected molecules or ions with the total composition C2H8N2.

Results
lowest unoccupied orbital energy = 1.2 eV
SMILES = C=N.CN
HOMO energy = -8.9 eV
net charge = 0

Geometry as XYZ:
```
12
C2H8N2 | OMol25 | ωB97M-V/def2-TZVPD
C -1.74 -1.67 -3.48
N -1.43 -1.97 -2.28
H -1.09 -1.01 -4.04
H -2.75 -1.76 -3.87
H -2.20 -2.55 -1.96
C 1.51 0.74 2.42
N 0.98 1.90 1.69
H 2.60 0.87 2.42
H 1.20 0.81 3.46
H 1.34 -0.21 1.92
H 0.02 2.15 1.84
H 1.56 2.70 1.89
```

Here are the natural (NBO) charges for atoms 1 to 2, given in e:
1 C -0.06
2 N -0.57



The least stable of them is three.



one.
The following is a DFT calculation (ωB97M-V/def2-TZVPD) of 2 unconnected molecules or ions with the total composition C2H8N2.

Results
lowest unoccupied orbital energy = 1.0 eV
SMILES = [H]/N=C/N.C
HOMO energy = -9.5 eV
net charge = 0

Geometry as XYZ:
```
12
C2H8N2 | OMol25 | ωB97M-V/def2-TZVPD
H 1.45 -1.09 -1.76
N 1.34 -0.09 -1.63
C 0.08 0.15 -1.59
N -0.38 1.46 -1.42
H -0.68 -0.43 -2.13
H -1.24 1.43 -0.89
H 0.40 2.03 -1.11
C -0.16 -0.71 2.02
H -0.50 -0.74 3.08
H -0.88 -0.09 1.49
H 0.76 -0.17 2.15
H -0.18 -1.76 1.76
```

Here are the natural (NBO) charges for atoms 1 to 2, given in e:
1 H 0.34
2 N -0.69



two.
The following is a DFT calculation (ωB97M-V/def2-TZVPD) of C2H8N2 in the gas phase.

Results
lowest unoccupied orbital energy = 1.1 eV
SMILES = NCCN
HOMO energy = -9.3 eV
net charge = 0

Geometry as XYZ:
```
12
C2H8N2 | OMol25 | ωB97M-V/def2-TZVPD
N -1.94 -0.08 -0.23
C -0.58 -0.58 0.02
C 0.48 0.42 0.21
N 1.77 -0.26 -0.27
H -2.14 0.39 0.67
H -1.95 0.67 -1.04
H -0.22 -1.27 -0.83
H -0.65 -1.25 0.94
H 0.33 0.86 1.22
H 0.18 1.36 -0.50
H 2.50 0.40 -0.81
H 2.21 -0.66 0.61
```

Here are the natural (NBO) charges for atoms 1 to 2, given in e:
1 N -0.82
2 C -0.24



The least stable of them is two.



one.
The following is a DFT calculation (ωB97M-V/def2-TZVPD) of 2 unconnected molecules or ions with the total composition C6H10O.

Results
lowest unoccupied orbital energy = 1.0 eV
SMILES = CC1=C2C[C@@H]2CO1.[H][H]
HOMO energy = -7.9 eV
net charge = 0

Geometry as XYZ:
```
17
C6H10O | OMol25 | ωB97M-V/def2-TZVPD
C 0.14 1.67 1.32
C 0.15 0.34 0.67
C 0.13 0.00 -0.64
C -0.98 -0.46 -1.50
C -0.14 -1.46 -0.72
C -0.35 -1.86 0.73
O 0.17 -0.73 1.51
H 0.92 1.73 2.09
H -0.82 1.84 1.83
H 0.29 2.46 0.59
H -1.99 -0.23 -1.17
H -0.86 -0.48 -2.58
H 0.53 -2.08 -1.32
H 0.25 -2.73 1.00
H -1.39 -2.02 1.04
H 2.21 2.29 -1.44
H 1.75 1.71 -1.38
```

Here are the natural (NBO) charges for atoms 1 to 2, given in e:
1 C -0.67
2 C 0.41



two.
The following is a DFT calculation (ωB97M-V/def2-TZVPD) of C6H10O in the gas phase.

Results
lowest unoccupied orbital energy = 0.8 eV
SMILES = CC/C=C/C=C/O
HOMO energy = -7.9 eV
net charge = 0

Geometry as XYZ:
```
17
C6H10O | OMol25 | ωB97M-V/def2-TZVPD
C 2.74 -0.50 -0.71
C 1.98 -0.15 0.57
C 0.53 -0.43 0.51
C -0.53 0.40 0.59
C -1.86 -0.08 0.29
C -2.87 0.72 -0.09
O -4.12 0.26 -0.26
H 2.76 -1.59 -0.83
H 2.29 -0.07 -1.60
H 3.77 -0.16 -0.64
H 2.53 -0.58 1.41
H 2.02 0.94 0.74
H 0.34 -1.46 0.16
H -0.35 1.39 0.98
H -1.95 -1.16 0.27
H -2.70 1.74 -0.43
H -4.59 0.72 -0.96
```

Here are the natural (NBO) charges for atoms 1 to 2, given in e:
1 C -0.59
2 C -0.44



The least stable of them is one.



one.
The following is a DFT calculation (ωB97M-V/def2-TZVPD) of C6H10O in the gas phase.

Results
lowest unoccupied orbital energy (alpha / beta) = 0.6 / 0.5 eV
HOMO energy (alpha / beta) = -8.0 / -7.6 eV
net charge = 0

Geometry as XYZ:
```
17
C6H10O | OMol25 | ωB97M-V/def2-TZVPD
C -0.68 -1.73 0.30
C -0.61 -0.72 -0.84
O -1.52 0.36 -0.67
C -0.74 1.43 -0.42
C 0.19 1.38 0.77
C 1.36 0.56 0.24
C 0.75 -0.12 -0.95
H -0.05 -1.41 1.14
H -1.71 -1.83 0.65
H -0.31 -2.69 -0.04
H -0.91 -1.18 -1.79
H -1.34 2.34 -0.52
H -0.32 0.88 1.60
H 0.47 2.38 1.11
H 2.11 1.25 -0.16
H 1.86 -0.07 1.00
H 1.43 -0.84 -1.42
```

Here are the natural (NBO) charges for atoms 1 to 2, given in e:
1 C -0.63
2 C 0.02



two.
The following is a DFT calculation (ωB97M-V/def2-TZVPD) of a molecular structure, C6H10O.

Results
lowest unoccupied orbital energy = 1.1 eV
HOMO energy = -9.4 eV
net charge = 0

Geometry as XYZ:
```
17
C6H10O | OMol25 | ωB97M-V/def2-TZVPD
C 2.02 0.78 -0.25
C 1.14 -0.39 0.10
O 0.47 -0.39 1.38
C -0.69 -1.00 0.76
C -1.79 0.05 0.70
C -1.21 0.54 -0.65
C -0.18 -0.62 -0.64
H 1.47 1.73 -0.24
H 2.88 0.87 0.42
H 2.39 0.60 -1.26
H 1.72 -1.32 0.04
H -0.86 -2.03 1.10
H -1.69 0.73 1.55
H -2.82 -0.33 0.64
H -1.94 0.49 -1.47
H -0.78 1.55 -0.64
H -0.12 -1.27 -1.52
```

Here are the natural (NBO) charges for atoms 1 to 2, given in e:
1 C -0.63
2 C 0.12



The least stable of them is one.



one.
The following is a DFT calculation (ωB97M-V/def2-TZVPD) of a molecular structure, C6H10O.

Results
lowest unoccupied orbital energy = 1.1 eV
HOMO energy = -9.5 eV
net charge = 0

Geometry as XYZ:
```
17
C6H10O | OMol25 | ωB97M-V/def2-TZVPD
C 2.08 0.36 0.10
C 0.60 0.11 -0.03
C -0.08 -1.16 0.54
C -0.87 -0.93 -0.75
C -1.72 0.27 -0.33
C -0.54 1.10 0.35
O 0.26 -0.30 -1.38
H 2.38 1.27 -0.41
H 2.59 -0.48 -0.40
H 2.41 0.39 1.14
H -0.67 -0.95 1.44
H 0.51 -2.07 0.65
H -1.28 -1.75 -1.35
H -2.57 -0.05 0.28
H -2.13 0.78 -1.21
H -0.46 2.11 -0.05
H -0.52 1.18 1.45
```

Here are the natural (NBO) charges for atoms 1 to 2, given in e:
1 C -0.63
2 C 0.26



two.
The following is a DFT calculation (ωB97M-V/def2-TZVPD) of C6H10O in the gas phase.

Results
lowest unoccupied orbital energy = 1.1 eV
SMILES = C[C@]12CC[C@H]1CO2
HOMO energy = -9.4 eV
net charge = 0

Geometry as XYZ:
```
17
C6H10O | OMol25 | ωB97M-V/def2-TZVPD
C 1.91 0.34 -0.69
C 0.58 0.18 0.02
C 0.18 -1.23 0.50
C -1.23 -1.05 -0.12
C -0.85 0.38 -0.54
C -1.03 1.31 0.67
O 0.36 1.19 1.03
H 2.73 0.15 0.01
H 2.01 -0.39 -1.51
H 2.03 1.34 -1.10
H 0.75 -2.05 0.04
H 0.22 -1.34 1.59
H -2.07 -1.06 0.58
H -1.45 -1.73 -0.94
H -1.05 0.73 -1.56
H -1.71 0.87 1.42
H -1.37 2.35 0.59
```

Here are the natural (NBO) charges for atoms 1 to 2, given in e:
1 C -0.63
2 C 0.28



The least stable of them is two.



one.
The following is a DFT calculation (ωB97M-V/def2-TZVPD) of C19H21N3O2S in the gas phase.

Results
lowest unoccupied orbital energy = 0.7 eV
SMILES = COc1ccc(NC(=S)NCCc2c[nH]c3ccccc23)c(OC)c1
HOMO energy = -8.0 eV
net charge = 0

Geometry as XYZ:
```
46
C19H21N3O2S | OMol25 | ωB97M-V/def2-TZVPD
C 2.09 0.79 3.81
O 1.85 1.77 2.83
C 1.78 1.37 1.53
C 1.57 2.38 0.59
C 1.44 2.06 -0.74
C 1.54 0.74 -1.19
N 1.31 0.48 -2.56
C 0.24 -0.22 -3.05
S -0.18 -0.01 -4.64
N -0.37 -1.09 -2.23
C -1.70 -1.59 -2.48
C -2.77 -0.56 -2.08
C -2.36 0.21 -0.87
C -2.07 1.55 -0.83
N -1.67 1.90 0.43
C -1.66 0.79 1.22
C -1.32 0.65 2.56
C -1.40 -0.62 3.11
C -1.81 -1.71 2.34
C -2.16 -1.57 1.02
C -2.09 -0.30 0.43
C 1.83 -0.26 -0.26
O 2.03 -1.58 -0.55
C 2.71 -1.92 -1.74
C 1.92 0.06 1.09
H 1.31 0.03 3.82
H 2.08 1.33 4.76
H 3.07 0.32 3.68
H 1.50 3.40 0.92
H 1.25 2.83 -1.47
H 1.64 1.19 -3.21
H -0.13 -1.04 -1.25
H -1.81 -2.51 -1.90
H -1.78 -1.83 -3.55
H -3.72 -1.08 -1.91
H -2.91 0.14 -2.91
H -2.15 2.28 -1.61
H -1.39 2.83 0.72
H -1.01 1.50 3.15
H -1.15 -0.77 4.15
H -1.86 -2.68 2.81
H -2.49 -2.42 0.44
H 2.03 -2.00 -2.59
H 3.15 -2.90 -1.56
H 3.50 -1.20 -1.97
H 2.12 -0.75 1.77
```

Here are the natural (NBO) charges for atoms 1 to 2, given in e:
1 C -0.26
2 O -0.51



two.
The following is a DFT calculation (ωB97M-V/def2-TZVPD) of C19H21N3O2S in the gas phase.

Results
lowest unoccupied orbital energy = 0.4 eV
SMILES = Cc1cc(=O)[nH]c(SCC(=O)/C=C2\N(C)c3ccccc3C2(C)C)n1
HOMO energy = -7.9 eV
net charge = 0

Geometry as XYZ:
```
46
C19H21N3O2S | OMol25 | ωB97M-V/def2-TZVPD
C 0.22 -2.10 2.26
C 1.25 -2.01 1.19
C 1.57 -3.05 0.38
C 2.58 -2.94 -0.63
O 2.96 -3.78 -1.41
N 3.17 -1.65 -0.65
C 2.79 -0.66 0.18
S 3.66 0.85 0.00
C 2.66 1.95 1.06
C 1.93 2.92 0.14
O 2.29 4.08 0.08
C 0.96 2.32 -0.76
C -0.08 1.49 -0.51
N -0.67 1.23 0.70
C -0.44 1.95 1.93
C -1.74 0.37 0.54
C -2.59 -0.13 1.51
C -3.60 -1.00 1.10
C -3.74 -1.35 -0.23
C -2.88 -0.83 -1.20
C -1.89 0.03 -0.80
C -0.83 0.75 -1.60
C 0.10 -0.23 -2.32
C -1.48 1.71 -2.60
N 1.86 -0.79 1.07
H 0.49 -1.45 3.09
H 0.13 -3.13 2.61
H -0.74 -1.78 1.87
H 1.08 -4.01 0.47
H 3.92 -1.50 -1.32
H 3.35 2.48 1.72
H 2.01 1.27 1.61
H 1.12 2.60 -1.80
H 0.12 2.86 1.72
H 0.11 1.34 2.65
H -1.40 2.22 2.37
H -2.49 0.13 2.55
H -4.28 -1.41 1.83
H -4.53 -2.03 -0.53
H -3.00 -1.10 -2.24
H 0.93 0.29 -2.77
H -0.45 -0.76 -3.10
H 0.48 -0.97 -1.62
H -2.09 1.16 -3.31
H -0.72 2.25 -3.16
H -2.11 2.43 -2.09
```

Here are the natural (NBO) charges for atoms 1 to 2, given in e:
1 C -0.65
2 C 0.27



The least stable of them is one.